Record 1
113
Properties=species:S:1:pos:R:3 method="wB97M-V/def2-TZVPD" max_force_ev_per_a=1.3 charge=+1 spin_multiplicity=3 gap_ev="7.099 / 7.405" e_above_lowest_kj_mol=177.37
Mo -0.606 -1.648 -1.853
N 1.034 -2.034 -3.382
C 2.197 -2.615 -2.671
C 1.654 -3.605 -1.661
O 2.240 -4.637 -1.399
N 0.482 -3.187 -1.106
C -0.336 -4.186 -0.442
C -1.572 -4.329 -1.316
O -2.407 -5.183 -1.211
O -1.616 -3.361 -2.234
H 0.630 -2.755 -3.979
H 1.340 -1.289 -4.001
H 2.716 -1.813 -2.146
H 2.891 -3.122 -3.339
H -0.641 -3.854 0.552
H 0.188 -5.137 -0.359
N -3.133 1.282 -2.609
C -2.104 2.263 -2.291
C -2.628 3.588 -1.699
C -3.649 3.513 -0.562
C -3.100 3.004 0.768
N -1.865 3.689 1.143
C -1.767 4.811 1.816
N -0.573 5.418 1.913
N -2.824 5.371 2.415
C -0.927 1.600 -1.539
O -0.345 2.222 -0.649
O -0.506 0.481 -2.009
H -3.895 1.709 -3.122
H -3.517 0.845 -1.780
H -1.642 2.545 -3.246
H -3.111 4.112 -2.527
H -1.780 4.210 -1.402
H -4.485 2.874 -0.855
H -4.061 4.514 -0.409
H -2.861 1.946 0.715
H -3.840 3.103 1.563
H -1.060 3.355 0.598
H 0.234 5.005 1.479
H -0.436 6.224 2.495
H -3.721 4.920 2.393
H -2.722 6.180 3.000
N -2.038 -1.294 -0.513
C -2.887 -1.064 0.266
N -3.790 -0.644 1.018
C -4.352 -1.082 2.126
N -4.881 -1.354 3.115
Se -1.076 0.071 -4.685
N -1.753 -1.232 -3.640
C -2.954 -1.555 -4.128
C -3.901 -2.477 -3.581
C -5.088 -2.634 -4.216
C -5.436 -1.920 -5.411
C -4.577 -1.039 -5.965
C -3.310 -0.831 -5.334
N -2.420 0.029 -5.789
H -3.661 -3.041 -2.698
H -5.803 -3.335 -3.806
H -6.403 -2.092 -5.865
H -4.809 -0.482 -6.861
O 0.828 -0.829 -0.004
P 1.707 -0.156 1.027
C 2.670 1.212 0.293
C 3.868 1.737 1.128
C 5.203 1.261 0.562
C 5.419 1.796 -0.862
C 4.096 1.893 -1.645
C 3.101 0.852 -1.141
C 0.645 0.619 2.287
C -0.526 -0.284 2.715
C -1.568 0.530 3.498
C -0.917 1.616 4.376
C 0.510 1.234 4.753
C 1.400 1.209 3.504
C 2.935 -1.278 1.816
C 3.447 -2.271 0.751
C 4.007 -3.544 1.379
C 2.903 -4.316 2.125
C 1.811 -3.372 2.649
C 2.441 -2.046 3.063
H 1.928 2.005 0.204
H 3.781 1.458 2.178
H 3.858 2.831 1.108
H 5.229 0.168 0.560
H 6.019 1.586 1.209
H 6.113 1.141 -1.391
H 5.892 2.779 -0.818
H 4.281 1.766 -2.712
H 3.653 2.886 -1.520
H 3.583 -0.131 -1.160
H 2.214 0.793 -1.772
H 0.194 1.439 1.715
H -0.173 -1.109 3.330
H -0.976 -0.732 1.829
H -2.158 -0.146 4.116
H -2.270 0.994 2.802
H -1.520 1.788 5.268
H -0.881 2.567 3.831
H 0.506 0.248 5.228
H 0.922 1.931 5.483
H 2.306 0.641 3.723
H 1.727 2.226 3.268
H 3.764 -0.634 2.116
H 4.199 -1.793 0.120
H 2.609 -2.543 0.116
H 4.823 -3.285 2.059
H 4.433 -4.172 0.596
H 3.347 -4.848 2.969
H 2.465 -5.065 1.465
H 1.289 -3.832 3.488
H 1.064 -3.178 1.872
H 3.302 -2.249 3.707
H 1.758 -1.447 3.656

***

Record 2
61
Properties=species:S:1:pos:R:3 method="wB97M-V/def2-TZVPD" max_force_ev_per_a=2.7 charge=+1 gap_ev=7.192 e_above_lowest_kj_mol=107.50
Ir 0.398 1.220 -0.358
C -0.949 2.890 1.610
C 0.452 3.088 1.620
C 1.097 3.569 0.478
C 0.386 3.731 -0.721
C -0.982 3.459 -0.745
C -1.656 3.092 0.448
H -1.457 2.584 2.513
H 0.995 2.974 2.548
H 2.142 3.829 0.519
H 0.888 4.124 -1.594
H -1.552 3.628 -1.649
H -2.731 2.990 0.443
C -5.004 0.803 0.527
C -4.597 -0.404 1.368
C -3.319 -1.121 0.869
C -3.119 -2.432 1.647
C -1.920 -3.244 1.167
C -3.518 -1.445 -0.606
O -4.320 -2.243 -1.002
N -2.720 -0.750 -1.531
C -1.689 0.029 -1.144
O -0.881 0.576 -1.950
N -1.410 0.293 0.102
C -2.128 -0.201 1.182
O -1.840 0.097 2.313
H -5.796 1.362 1.022
H -5.382 0.500 -0.451
H -4.164 1.484 0.368
H -5.404 -1.137 1.369
H -4.409 -0.103 2.398
H -4.030 -3.020 1.538
H -3.001 -2.173 2.699
H -2.062 -3.593 0.141
H -1.782 -4.124 1.794
H -0.998 -2.658 1.211
H -2.862 -0.934 -2.516
N 2.599 -3.415 -1.941
C 2.240 -3.749 -0.697
N 2.536 -4.966 -0.238
N 1.571 -2.946 0.109
C 1.243 -1.734 -0.134
N 0.912 -0.637 -0.280
H 3.110 -4.046 -2.533
H 2.414 -2.488 -2.285
H 3.076 -5.624 -0.769
H 2.299 -5.183 0.715
F 3.903 -1.011 -0.240
C 4.033 -0.079 -1.200
F 5.291 -0.137 -1.633
F 3.232 -0.441 -2.222
C 3.634 1.349 -0.689
O 2.318 1.627 -0.739
C 4.340 2.395 -1.617
F 4.093 2.096 -2.898
F 3.848 3.618 -1.386
F 5.659 2.443 -1.435
C 4.144 1.507 0.777
F 4.096 2.793 1.156
F 3.341 0.824 1.608
F 5.391 1.069 0.943

***

Record 3
15
Properties=species:S:1:pos:R:3 method="wB97M-V/def2-TZVPD" max_force_ev_per_a=4.0 gap_ev=9.400 e_above_lowest_kj_mol=627.45 smiles="O=[N+]([O-])C1=CCC1.O"
O 2.835 -0.743 0.992
N 2.064 -1.067 0.072
O 2.382 -1.516 -1.019
C 0.653 -0.728 0.177
C -0.209 -0.288 1.104
C -1.408 -0.307 0.229
C -0.361 -0.910 -0.850
H -0.156 -0.231 2.126
H -2.281 -0.782 0.495
H -1.589 0.629 -0.160
H -0.510 -1.860 -1.208
H -0.247 -0.210 -1.690
O 1.489 2.140 0.100
H 2.116 1.400 0.172
H 1.104 2.506 0.891